{"formula": "C40H81BrClF3O18S2", "method": "the ωB97M-V functional and the def2-TZVPD basis", "lumo_energy_ev": -0.9, "gap_ev": 7.6699, "relative_energy_ev": 3.5700, "total_charge": 0, "molar_mass_g_mol": 1086.55, "homo_energy_ev": -8.55, "total_energy_ha": -7056.833462, "elements": ["C", "C", "S", "C", "C", "C", "C", "C", "C", "C", "S", "O", "O", "Cl", "C", "O", "C", "C", "C", "C", "C", "F", "C", "F", "F", "C", "C", "C", "C", "Br", "C", "C", "C", "C", "O", "C", "C", "O", "C", "C", "O", "H", "H", "H", "H", "H", "H", "H", "H", "H", "H", "H", "H", "H", "H", "H", "H", "H", "H", "H", "H", "H", "H", "H", "H", "H", "H", "H", "H", "H", "H", "H", "H", "H", "C", "O", "H", "H", "H", "H", "C", "O", "H", "H", "H", "H", "C", "O", "H", "H", "H", "H", "C", "O", "H", "H", "H", "H", "C", "O", "H", "H", "H", "H", "C", "O", "H", "H", "H", "H", "C", "O", "H", "H", "H", "H", "C", "O", "H", "H", "H", "H", "C", "O", "H", "H", "H", "H", "C", "O", "H", "H", "H", "H", "C", "O", "H", "H", "H", "H", "C", "O", "H", "H", "H", "H"], "coordinates": [[-2.8143, -6.7889, -3.2600], [-2.9329, -6.9545, -1.6952], [-1.3493, -6.6922, -0.7873], [-1.7747, -5.4883, 0.5342], [-1.6344, -3.9813, 0.1511], [-1.9576, -3.0345, 1.0839], [-2.4315, -3.4240, 2.5231], [-1.2304, -3.8339, 3.4637], [0.0139, -2.8480, 3.3229], [1.2021, -3.5376, 4.1260], [2.8164, -2.7121, 3.7854], [3.8428, -3.4925, 4.4775], [3.0727, -2.7010, 2.3520], [2.7879, -0.8099, 4.6091], [-1.8761, -1.5029, 0.7680], [-2.6937, -0.7202, 1.1972], [-0.6900, -1.1102, -0.1655], [0.0143, 0.1515, -0.0693], [-0.3616, 1.2246, 0.9925], [-0.7127, 2.6468, 0.4065], [-1.3412, 2.6313, -1.0171], [-2.1057, 1.6246, -1.5407], [-1.1656, 3.7113, -1.8124], [-0.7149, 4.9131, -1.3471], [-1.4727, 3.6689, -3.1447], [1.1193, 0.4277, -1.0015], [1.9380, 1.7514, -1.0490], [2.9388, 1.9891, 0.1755], [4.3445, 2.5954, -0.3231], [3.3219, 0.3587, 1.2203], [1.4882, -0.6195, -1.9700], [0.7825, -1.9067, -2.0816], [1.2785, -2.9186, -3.1525], [2.7350, -3.4006, -2.7298], [3.7641, -2.4917, -3.1725], [4.9609, -3.0039, -2.6377], [5.5772, -2.3640, -1.3523], [5.5566, -3.9185, -3.1371], [-0.3274, -2.1303, -1.1776], [-1.1761, -3.4479, -1.2414], [-1.4619, -3.9483, -2.3005], [-1.7454, -6.9888, -3.5406], [-3.1078, -5.7634, -3.6155], [-3.4933, -7.5050, -3.8007], [-3.6823, -6.2235, -1.3016], [-3.3587, -7.9739, -1.5034], [-1.1918, -5.7753, 1.4411], [-2.8618, -5.6577, 0.7877], [-3.1973, -4.2482, 2.5034], [-2.8691, -2.4885, 2.9727], [-0.8324, -4.8645, 3.2553], [-1.5205, -3.8458, 4.5542], [0.3702, -2.7619, 2.2606], [-0.2425, -1.8407, 3.7367], [0.9629, -3.5650, 5.2167], [1.2923, -4.5926, 3.7655], [0.5534, 1.3617, 1.6417], [-1.1835, 0.9317, 1.6847], [0.2199, 3.2749, 0.3590], [-1.4180, 3.2359, 1.0642], [2.5786, 1.7187, -1.9758], [1.2432, 2.6183, -1.2216], [2.4777, 2.7867, 0.8205], [5.1694, 1.8947, -0.0309], [4.4068, 2.7101, -1.4362], [4.5455, 3.6196, 0.0971], [2.3229, -0.4125, -2.6739], [0.6731, -3.8484, -3.2355], [1.3907, -2.3945, -4.1345], [2.8086, -3.4734, -1.6091], [2.8721, -4.4391, -3.1496], [5.0905, -1.3855, -1.0819], [6.6664, -2.1384, -1.4658], [5.4032, -3.0760, -0.5050], [-1.4179, 8.5165, -1.6387], [-2.3993, 7.5584, -2.0107], [-1.8561, 9.5103, -1.7125], [-1.0960, 8.3400, -0.6085], [-0.5586, 8.4508, -2.3118], [-1.9895, 6.6899, -1.9380], [-6.6145, -6.9276, -0.5127], [-5.9225, -7.8003, -1.3974], [-6.5654, -7.3413, 0.4936], [-6.1446, -5.9399, -0.5202], [-7.6605, -6.8418, -0.8167], [-5.9791, -7.4150, -2.2791], [2.3747, 5.5619, -3.2707], [2.4620, 5.0670, -1.9373], [3.3786, 5.7889, -3.6243], [1.9251, 4.8041, -3.9181], [1.7699, 6.4726, -3.2879], [1.5639, 4.8751, -1.6457], [-3.4610, 5.4212, 0.5030], [-3.3476, 4.9670, 1.8488], [-2.4670, 5.6535, 0.1275], [-3.9075, 4.6361, -0.1140], [-4.0786, 6.3210, 0.4673], [-4.2375, 4.7682, 2.1592], [-5.0315, 1.8893, -3.3732], [-4.7005, 3.0566, -2.6347], [-6.1145, 1.8315, -3.4697], [-4.5815, 1.9450, -4.3686], [-4.6678, 1.0030, -2.8473], [-3.7407, 3.0837, -2.5642], [-0.1145, 0.9477, 6.7614], [0.1042, 0.7647, 5.3658], [-1.1844, 0.9428, 6.9516], [0.3559, 0.1322, 7.3200], [0.3023, 1.9052, 7.0786], [1.0581, 0.7730, 5.2212], [-6.2386, 0.5719, 0.9000], [-5.2329, 1.0920, 0.0440], [-7.1538, 1.1427, 0.7490], [-6.4255, -0.4789, 0.6609], [-5.9243, 0.6637, 1.9435], [-4.4347, 0.5722, 0.1957], [-4.7726, -9.9613, 0.9840], [-4.5990, -9.7171, 2.3765], [-4.3000, -9.1557, 0.4254], [-4.3047, -10.9112, 0.7126], [-5.8386, -9.9883, 0.7445], [-5.0246, -10.4402, 2.8492], [6.8046, 7.0654, -3.4715], [5.6866, 6.3255, -2.9930], [7.0815, 6.6852, -4.4510], [6.5389, 8.1213, -3.5561], [7.6486, 6.9455, -2.7867], [5.4599, 6.6795, -2.1259], [6.7884, -0.6272, 1.6517], [6.9973, -0.3183, 0.2783], [5.7803, -1.0230, 1.7746], [7.5130, -1.3784, 1.9765], [6.8953, 0.2795, 2.2527], [7.8923, 0.0293, 0.1963], [-3.0715, 2.0229, 8.9982], [-1.6619, 2.1797, 9.1088], [-3.4650, 2.8353, 8.3899], [-3.3040, 1.0680, 8.5186], [-3.5295, 2.0605, 9.9896], [-1.3364, 1.4520, 9.6499], [6.8503, 8.0853, -6.9060], [7.1398, 9.2431, -6.1322], [5.7717, 8.0070, -7.0305], [7.3223, 8.1711, -7.8880], [7.2202, 7.1961, -6.3923], [8.0971, 9.2911, -6.0358]]}

---

{"formula": "C40H82BBrF3N4O5", "method": "the ωB97M-V functional and the def2-TZVPD basis", "lumo_energy_ev": -2.8, "gap_ev": 9.2744, "total_charge": 1, "molar_mass_g_mol": 846.83, "homo_energy_ev": -12.10, "total_energy_ha": -5066.795109, "elements": ["C", "C", "N", "B", "O", "O", "C", "C", "N", "C", "C", "C", "C", "Br", "N", "C", "O", "C", "C", "O", "C", "C", "N", "C", "C", "O", "C", "F", "F", "F", "H", "H", "H", "H", "H", "H", "H", "H", "H", "H", "H", "H", "H", "H", "H", "H", "H", "H", "H", "H", "H", "H", "H", "H", "H", "H", "C", "C", "C", "C", "C", "C", "H", "H", "H", "H", "H", "H", "H", "H", "H", "H", "H", "H", "H", "H", "C", "C", "C", "C", "C", "C", "H", "H", "H", "H", "H", "H", "H", "H", "H", "H", "H", "H", "H", "H", "C", "C", "C", "C", "C", "C", "H", "H", "H", "H", "H", "H", "H", "H", "H", "H", "H", "H", "H", "H", "C", "C", "C", "C", "C", "C", "H", "H", "H", "H", "H", "H", "H", "H", "H", "H", "H", "H", "H", "H"], "coordinates": [[-2.1991, -2.6511, 1.7014], [-1.8498, -1.5331, 1.4957], [-1.3543, -0.2846, 1.2302], [-1.2769, 0.0276, -0.2498], [-2.0799, 1.0069, -0.7483], [-0.4774, -0.6914, -1.0624], [-1.0908, -1.6557, -1.9554], [-0.9890, 0.4705, 2.2988], [-1.2480, 0.1403, 3.5754], [-0.8424, 1.1669, 4.3134], [-1.0020, 1.2346, 5.7981], [-1.4737, -0.0953, 6.3976], [-2.9481, -0.3985, 6.1845], [-1.1078, 0.0495, 8.3203], [-0.3034, 2.1462, 3.5491], [0.2132, 3.4410, 4.0063], [1.5756, 3.4706, 4.1724], [2.0229, 3.5750, 5.5336], [3.5291, 3.4359, 5.5677], [3.8440, 2.0628, 5.6636], [5.0145, 1.6767, 4.9597], [5.1136, 0.1648, 4.9772], [-0.3494, 1.6734, 2.2358], [0.1946, 2.4242, 1.1147], [1.7129, 2.2930, 0.7989], [2.4726, 3.3973, 1.2223], [2.4057, 1.0597, 1.3877], [3.7116, 1.0886, 1.0719], [2.2980, 0.9763, 2.7197], [1.8814, -0.0746, 0.8869], [-2.4766, -3.6697, 1.8886], [-2.3141, 1.6924, -0.1166], [-2.1337, -1.4017, -2.1363], [-0.5369, -1.6356, -2.8910], [-1.0105, -2.6458, -1.5143], [-1.7394, 2.0069, 6.0384], [-0.0687, 1.5389, 6.2687], [-0.8412, -0.9055, 6.0492], [-3.0918, -0.9151, 5.2378], [-3.5400, 0.5169, 6.2101], [-3.3180, -1.0452, 6.9759], [-0.0909, 4.2096, 3.2933], [-0.3183, 3.6382, 4.9404], [1.7075, 4.5377, 5.9424], [1.6003, 2.7648, 6.1325], [3.9397, 3.9929, 6.4127], [3.9312, 3.8505, 4.6372], [5.8998, 2.1224, 5.4275], [4.9694, 2.0404, 3.9293], [6.1240, -0.1445, 4.7072], [4.8824, -0.2312, 5.9639], [4.4298, -0.2866, 4.2564], [-0.0188, 3.4798, 1.2930], [-0.3592, 2.1711, 0.2159], [1.8101, 2.1731, -0.2863], [2.0371, 4.2176, 0.9748], [-5.2196, -0.3986, -0.1176], [-5.2892, -1.9165, -0.2646], [-6.5106, -2.4110, -1.0349], [-7.8539, -2.0680, -0.3882], [-8.0308, -2.5848, 1.0391], [-7.9712, -4.1057, 1.1501], [-6.0790, 0.0030, 0.4197], [-4.3194, -0.1223, 0.4370], [-5.1792, 0.0843, -1.0966], [-5.2621, -2.3721, 0.7292], [-4.3853, -2.2605, -0.7776], [-6.4310, -3.4927, -1.1672], [-6.4926, -1.9852, -2.0431], [-8.6521, -2.4764, -1.0144], [-7.9955, -0.9838, -0.3933], [-8.9970, -2.2390, 1.4133], [-7.2769, -2.1407, 1.6961], [-8.7478, -4.5695, 0.5396], [-8.1200, -4.4294, 2.1804], [-7.0079, -4.4988, 0.8204], [2.1505, -3.3947, 1.2856], [2.3905, -3.6747, -0.1955], [1.9339, -5.0631, -0.6424], [2.6468, -6.2269, 0.0489], [4.1675, -6.2249, -0.1017], [4.6383, -6.3378, -1.5488], [2.6979, -4.1018, 1.9100], [2.4970, -2.3945, 1.5443], [1.0898, -3.4660, 1.5438], [3.4520, -3.5433, -0.4221], [1.8683, -2.9215, -0.7869], [2.0626, -5.1472, -1.7250], [0.8584, -5.1647, -0.4605], [2.2514, -7.1637, -0.3548], [2.3950, -6.2295, 1.1129], [4.5709, -7.0637, 0.4700], [4.5884, -5.3222, 0.3501], [4.2696, -7.2579, -2.0061], [5.7268, -6.3503, -1.6060], [4.2904, -5.4997, -2.1550], [3.0406, -0.1984, -2.0667], [4.0609, 0.8357, -2.5344], [3.6580, 1.5401, -3.8298], [3.4988, 0.6192, -5.0407], [4.7410, -0.1985, -5.3915], [5.9496, 0.6557, -5.7629], [2.9060, -0.9911, -2.8039], [3.3542, -0.6715, -1.1372], [2.0623, 0.2632, -1.9016], [5.0364, 0.3575, -2.6499], [4.1912, 1.5933, -1.7552], [4.3911, 2.3189, -4.0539], [2.7075, 2.0622, -3.6693], [3.2196, 1.2295, -5.9049], [2.6602, -0.0628, -4.8724], [4.4964, -0.8527, -6.2315], [5.0023, -0.8601, -4.5606], [5.7267, 1.2900, -6.6229], [6.8046, 0.0313, -6.0221], [6.2572, 1.3029, -4.9400], [-0.6573, 2.3542, -3.4143], [-1.7762, 3.3690, -3.2003], [-2.9845, 3.1432, -4.1062], [-2.6906, 3.2548, -5.6034], [-2.0945, 4.5913, -6.0435], [-3.0088, 5.7846, -5.7808], [-0.2649, 2.4023, -4.4304], [0.1797, 2.5413, -2.7359], [-1.0133, 1.3389, -3.2339], [-1.3845, 4.3806, -3.3396], [-2.1153, 3.3159, -2.1603], [-3.7716, 3.8509, -3.8334], [-3.3941, 2.1478, -3.9051], [-3.6224, 3.0844, -6.1503], [-2.0158, 2.4489, -5.9042], [-1.8802, 4.5367, -7.1129], [-1.1309, 4.7535, -5.5517], [-3.9597, 5.6670, -6.3035], [-2.5511, 6.7115, -6.1266], [-3.2242, 5.9046, -4.7176]]}

---

{"formula": "C40H84BN3O19PS", "method": "the ωB97M-V functional and the def2-TZVPD basis", "lumo_energy_ev": -3.5, "gap_ev": 7.0219, "total_charge": 1, "molar_mass_g_mol": 984.97, "homo_energy_ev": -10.47, "total_energy_ha": -3932.387189, "elements": ["C", "C", "O", "B", "O", "C", "C", "N", "P", "O", "O", "S", "C", "N", "C", "C", "C", "C", "N", "C", "H", "H", "H", "H", "H", "H", "H", "H", "H", "H", "H", "H", "H", "H", "C", "O", "C", "C", "O", "C", "C", "O", "C", "H", "H", "H", "H", "H", "H", "H", "H", "H", "H", "H", "H", "H", "H", "C", "O", "C", "C", "O", "C", "C", "O", "C", "H", "H", "H", "H", "H", "H", "H", "H", "H", "H", "H", "H", "H", "H", "C", "O", "C", "C", "O", "C", "C", "O", "C", "H", "H", "H", "H", "H", "H", "H", "H", "H", "H", "H", "H", "H", "H", "C", "O", "C", "C", "O", "C", "C", "O", "C", "H", "H", "H", "H", "H", "H", "H", "H", "H", "H", "H", "H", "H", "H", "C", "O", "C", "C", "O", "C", "C", "O", "C", "H", "H", "H", "H", "H", "H", "H", "H", "H", "H", "H", "H", "H", "H"], "coordinates": [[3.0416, -6.6414, -0.6387], [1.5319, -6.8907, -0.6885], [0.9781, -6.6531, -1.9890], [0.8009, -5.4288, -2.5027], [0.3900, -5.2812, -3.8001], [0.9535, -4.1043, -1.6071], [2.0314, -3.3545, -1.3222], [1.6277, -2.2819, -0.5431], [2.7106, -1.0092, 0.0256], [3.0105, -1.4541, 1.5244], [1.7291, 0.2281, 0.1505], [4.1798, -0.7938, -1.1249], [0.3182, -2.3913, -0.3508], [-0.1165, -3.4717, -0.9798], [-1.5004, -3.8542, -1.0305], [-2.4745, -2.9058, -1.3009], [-3.7844, -3.3420, -1.3247], [-4.0465, -4.6928, -1.1164], [-3.1055, -5.5982, -0.8577], [-1.8503, -5.1794, -0.8064], [3.2932, -5.8875, 0.1120], [3.5851, -7.5483, -0.3761], [3.4135, -6.2792, -1.5990], [1.0030, -6.3025, 0.0703], [1.3190, -7.9368, -0.4680], [1.0137, -4.8786, -4.4128], [3.0589, -3.4850, -1.6226], [2.4584, -2.1720, 1.8616], [1.1404, 0.2381, 0.9177], [-0.3140, -1.7191, 0.2102], [-2.2210, -1.8652, -1.4755], [-4.5964, -2.6469, -1.5108], [-5.0717, -5.0477, -1.1649], [-1.0895, -5.9179, -0.5707], [-8.3308, 0.9632, -5.2310], [-7.2186, 1.2834, -4.4236], [-7.3290, 0.7257, -3.1301], [-6.0126, 0.8333, -2.3956], [-5.0734, -0.1804, -2.7453], [-4.4262, -0.0280, -4.0032], [-3.3410, 1.0252, -4.0093], [-3.8944, 2.3117, -4.1656], [-2.9552, 3.3288, -3.8945], [-9.2640, 1.3250, -4.7842], [-8.1880, 1.4494, -6.1930], [-8.4079, -0.1197, -5.3861], [-7.6245, -0.3294, -3.2038], [-8.1017, 1.2677, -2.5666], [-6.2069, 0.6838, -1.3319], [-5.5845, 1.8285, -2.5300], [-5.1497, 0.1632, -4.7974], [-3.9533, -0.9940, -4.1987], [-2.6480, 0.8211, -4.8387], [-2.7789, 0.9700, -3.0644], [-2.6272, 3.2884, -2.8489], [-3.4421, 4.2844, -4.0730], [-2.0807, 3.2499, -4.5500], [3.0125, 7.4002, -2.7279], [1.7808, 7.5035, -2.0519], [1.7811, 8.5681, -1.1174], [0.3805, 8.8476, -0.6232], [-0.3909, 9.6397, -1.5098], [-0.9405, 8.9783, -2.6362], [-2.1656, 8.1514, -2.3205], [-1.7958, 6.8865, -1.7961], [-2.8935, 6.2081, -1.2368], [3.8402, 7.2361, -2.0274], [2.9468, 6.5491, -3.4028], [3.2208, 8.3026, -3.3139], [2.1863, 9.4766, -1.5804], [2.4170, 8.2989, -0.2618], [0.4648, 9.4425, 0.2882], [-0.1297, 7.9129, -0.3773], [-0.1901, 8.3684, -3.1450], [-1.2481, 9.7781, -3.3120], [-2.7475, 8.0039, -3.2412], [-2.7885, 8.6911, -1.5962], [-3.3086, 6.7528, -0.3809], [-2.5370, 5.2379, -0.8936], [-3.6859, 6.0543, -1.9799], [-13.9824, -3.4903, 0.0894], [-12.8519, -3.8877, -0.6532], [-13.1868, -4.8153, -1.6687], [-12.0264, -5.0025, -2.6180], [-11.9140, -3.9780, -3.5939], [-11.3521, -2.7530, -3.1604], [-9.8463, -2.7850, -3.0291], [-9.4563, -3.3508, -1.7900], [-8.0867, -3.6550, -1.7670], [-14.4699, -4.3498, 0.5639], [-13.6423, -2.8059, 0.8637], [-14.7128, -2.9758, -0.5454], [-14.0599, -4.4615, -2.2317], [-13.4354, -5.7832, -1.2108], [-12.2048, -5.9171, -3.1861], [-11.0953, -5.1218, -2.0584], [-11.8072, -2.4120, -2.2275], [-11.5983, -2.0346, -3.9450], [-9.4614, -1.7565, -3.0859], [-9.4236, -3.3658, -3.8593], [-7.8381, -4.4220, -2.5120], [-7.8458, -4.0363, -0.7752], [-7.4797, -2.7588, -1.9613], [7.1039, -0.5258, 9.1125], [6.2690, -0.6679, 7.9839], [5.0344, -1.2760, 8.3095], [4.0695, -1.1533, 7.1523], [3.4203, 0.1068, 7.0718], [4.1954, 1.1816, 6.5639], [4.3592, 1.1610, 5.0618], [5.3858, 0.2622, 4.6871], [5.3626, -0.0089, 3.3052], [7.3182, -1.4966, 9.5738], [8.0377, -0.0817, 8.7747], [6.6473, 0.1301, 9.8622], [4.5972, -0.8017, 9.1974], [5.1987, -2.3409, 8.5283], [3.2661, -1.8761, 7.3091], [4.5785, -1.3977, 6.2163], [5.1732, 1.2264, 7.0480], [3.6406, 2.0837, 6.8274], [4.6139, 2.1718, 4.7128], [3.4086, 0.8605, 4.5981], [4.4316, -0.5110, 3.0295], [6.1988, -0.6695, 3.0813], [5.4710, 0.9114, 2.7169], [8.7040, 0.7204, 4.4820], [9.7991, 0.3898, 3.6567], [9.4053, -0.4133, 2.5649], [10.5149, -0.5188, 1.5434], [10.5999, 0.5999, 0.6768], [11.2240, 1.7596, 1.2091], [12.7321, 1.6735, 1.2579], [13.1513, 0.9523, 2.4006], [14.5179, 0.6142, 2.3397], [8.2133, -0.1774, 4.8750], [9.0833, 1.3106, 5.3136], [7.9667, 1.3167, 3.9314], [8.5156, 0.0155, 2.0818], [9.1547, -1.4223, 2.9279], [10.2867, -1.3660, 0.8929], [11.4690, -0.7130, 2.0386], [10.8260, 2.0045, 2.1965], [10.9587, 2.5647, 0.5215], [13.1484, 2.6901, 1.2962], [13.0957, 1.1821, 0.3460], [14.7249, -0.0495, 1.4920], [14.7694, 0.0979, 3.2635], [15.1466, 1.5078, 2.2500]]}